[1]
Formula: C41H29Cl5F9N2O7P2STi
Source: the OMol25 dataset
Level of theory: ωB97M-V/def2-TZVPD

The value obtained for the energy relative to the best compared isomer or geometry (same formula, charge and spin) is 1.080 eV. Its frontier orbital gap (alpha / beta) is 5.00 / 4.99 eV. For the HOMO energy (alpha / beta), the calculation gives -1.44 / -1.44 eV. Its lowest unoccupied orbital energy (alpha / beta) is 0.1307 / 0.1306 Eh. The charge is -2. The spin multiplicity is 2.

```
97
Properties=species:S:1:pos:R:3:forces:R:3
Ti -0.151493 -0.497488 -0.167309 0.7 -0.6 0.2
Cl -3.058996 -2.245956 -0.633247 0.0 -0.1 0.0
C -2.971712 -0.862005 -1.679571 0.0 0.1 -0.1
C -1.865781 -0.013966 -1.595722 0.1 0.0 0.2
C -1.896319 1.062267 -2.478549 0.0 -0.1 0.1
Cl -0.557324 2.176810 -2.462968 0.0 0.0 -0.1
C -2.934607 1.320734 -3.371449 0.0 0.0 0.1
Cl -2.902311 2.700591 -4.407882 0.0 0.0 0.0
C -4.012348 0.443524 -3.413723 0.0 0.0 0.0
Cl -5.318525 0.731353 -4.506237 0.0 0.0 0.0
C -4.028897 -0.661251 -2.568062 0.0 0.0 0.0
Cl -5.362907 -1.757145 -2.636956 0.0 0.0 0.0
O 0.652353 -4.536615 -0.565350 0.0 0.0 0.0
C 0.319763 -3.494354 -0.020706 0.0 -0.1 -0.1
O 0.197334 -2.371040 -0.653422 -0.1 0.4 0.0
C 0.041559 -3.479375 1.456677 0.0 -0.1 0.1
C 0.355230 -4.616625 2.162258 0.0 0.0 -0.1
C 0.119299 -4.699052 3.527861 0.0 0.0 0.1
C -0.430369 -3.633252 4.216058 0.0 0.0 0.0
C -0.727592 -2.484260 3.524288 0.1 -0.2 -0.1
C -0.544050 -2.351301 2.112348 0.0 -0.1 0.1
O -0.943651 -1.316598 1.493065 0.0 0.3 -0.2
N -1.250054 -1.379256 4.305507 -0.1 0.2 0.0
O -1.919232 -1.657495 5.289943 -0.1 0.0 0.2
O -0.987916 -0.245379 3.966754 0.1 -0.1 0.0
N 0.451421 -5.908875 4.249277 0.0 -0.2 0.1
O 0.938042 -6.842074 3.627972 0.0 0.1 0.0
O 0.224474 -5.949104 5.451373 0.0 0.0 -0.1
H 0.781154 -5.451020 1.624202 0.0 0.0 0.0
H -0.612958 -3.687200 5.278011 0.0 0.0 0.0
C 2.778251 2.084573 -3.295953 0.0 0.0 0.0
C 3.163389 0.821970 -2.531678 0.0 0.0 0.0
P 1.824807 -0.405837 -2.211362 -0.1 -0.1 0.2
C 2.804137 -1.928252 -1.812828 0.0 0.0 -0.1
C 4.270880 -1.999944 -2.229702 0.0 0.0 0.0
C 1.160246 -0.781557 -3.888256 0.0 0.0 0.0
C 2.158543 -1.176873 -4.971237 0.0 0.0 0.0
H 3.675060 2.667851 -3.515064 0.0 0.0 0.0
H 2.111196 2.725019 -2.725517 0.0 0.0 0.0
H 2.289827 1.849838 -4.244352 0.0 0.0 0.0
H 3.576779 1.084146 -1.553160 0.0 0.0 0.0
H 3.953953 0.307718 -3.083090 0.0 0.0 0.0
H 2.233106 -2.760783 -2.230738 0.0 0.0 0.0
H 2.731867 -2.042486 -0.731040 0.0 0.0 0.0
H 4.414741 -1.889002 -3.305877 0.0 0.0 0.0
H 4.686297 -2.967298 -1.939536 0.0 0.0 0.0
H 4.862828 -1.228893 -1.734501 0.0 0.0 0.0
H 0.576047 0.089278 -4.198622 0.0 0.0 0.0
H 0.436850 -1.585198 -3.718062 0.0 0.0 0.0
H 2.871873 -0.374807 -5.171385 0.0 0.0 0.0
H 1.645092 -1.403956 -5.908363 0.0 0.0 0.0
H 2.723888 -2.063452 -4.683363 0.0 0.0 0.0
F -2.406331 6.355679 6.639606 0.0 0.0 0.0
C -1.337112 5.528547 6.757409 0.0 0.0 0.0
F -1.580256 4.768371 7.845904 0.0 0.0 0.0
F -0.290225 6.319131 7.064475 0.0 0.0 0.0
C -1.112889 4.714549 5.522190 0.0 0.0 0.0
C -1.831166 3.542573 5.338015 0.0 0.0 0.0
C -1.666189 2.814199 4.169171 0.0 0.0 0.0
C -0.794784 3.249581 3.174419 0.1 0.0 0.1
C -0.059510 4.418110 3.388345 0.0 0.0 0.0
C -0.222252 5.153878 4.550695 0.0 0.0 0.0
P -0.639990 2.266341 1.633137 -0.2 0.0 0.0
C -1.293755 3.544730 0.476480 0.0 0.0 0.0
C -2.552325 3.268305 -0.054926 0.0 0.0 0.0
C -3.180291 4.143427 -0.929133 0.0 0.0 0.0
C -2.531230 5.310526 -1.296492 0.0 0.0 0.0
C -1.279619 5.611700 -0.770774 0.0 0.0 0.0
C -0.670474 4.741389 0.117529 0.0 0.0 0.0
C -3.170490 6.284033 -2.236576 0.0 0.0 0.0
F -3.528092 7.435023 -1.615014 0.0 0.0 0.0
F -4.287055 5.807350 -2.815253 0.0 0.0 0.0
F -2.341226 6.653047 -3.237547 0.0 0.0 0.0
C 1.305011 2.108600 1.368163 0.2 0.0 -0.1
C 1.821957 2.873687 0.182290 -0.1 0.0 0.0
C 2.788635 3.821827 0.274792 -0.1 0.0 0.1
C 3.417530 4.156289 1.494926 0.0 0.1 0.1
C 3.055437 3.387531 2.634578 0.0 0.0 -0.1
C 2.099884 2.430533 2.598258 0.0 -0.1 0.0
C 4.402386 5.221913 1.546279 0.0 0.0 0.0
F 5.361554 5.160585 0.562377 0.0 0.0 0.0
F 3.895308 6.503130 1.379447 0.0 0.0 0.0
F 5.080582 5.280112 2.719972 0.0 0.0 0.0
H -2.507226 3.192214 6.106670 0.0 0.0 0.0
H -2.203304 1.886172 4.031298 0.0 0.0 0.0
H 0.663096 4.747547 2.654535 0.0 0.0 0.0
H 0.353455 6.055936 4.707026 0.0 0.0 0.0
H -3.038640 2.336260 0.211385 0.0 0.0 0.0
H -4.152307 3.905475 -1.338978 0.0 0.0 0.0
H -0.779653 6.528349 -1.059181 0.0 0.0 0.0
H 0.304887 4.984203 0.511759 0.0 0.0 0.0
H 1.360477 2.660958 -0.771841 0.1 0.0 0.0
H 3.084293 4.339718 -0.634457 0.0 0.0 0.0
H 3.567607 3.565657 3.573781 0.0 0.0 0.0
H 1.877061 1.857446 3.492039 0.0 0.0 0.0
S 2.315174 -0.484433 1.528025 -0.2 -0.1 -0.1
C 1.288914 0.643658 0.945239 -0.2 0.3 -0.1
```
Positions in Å, forces in eV/Å.

[2]
Formula: C44H113N7O6
Source: the OMol25 dataset
Level of theory: ωB97M-V/def2-TZVPD

The value obtained for the energy relative to the best compared isomer or geometry (same formula, charge and spin) is 2.538 eV. Its frontier orbital gap is 3.98 eV. For the HOMO energy, the calculation gives -11.72 eV. Its lowest unoccupied orbital energy is -0.2848 Eh. The charge is +6.

```
170
Properties=species:S:1:pos:R:3:forces:R:3
C -0.192281 -0.424566 -0.767788 -2.7 -0.3 1.6
O -1.559811 -0.685056 -0.577298 0.8 -0.3 -0.6
H 0.435989 -1.241786 -1.122118 0.2 -0.4 -1.3
H -0.107111 0.529224 -1.288508 0.9 0.2 -0.5
H 0.250079 -0.360856 0.226372 0.7 0.9 0.8
C 8.020639 4.848314 1.235272 0.3 -0.2 -0.6
C 8.528459 5.672644 2.400672 0.0 0.4 1.3
C 9.860909 6.420184 2.200572 -0.1 1.6 -0.4
N 10.569759 7.028954 3.462622 0.9 0.5 0.6
C 11.360479 5.889444 4.216132 -1.4 0.6 1.0
C 12.406249 6.370024 5.284182 -1.6 -2.2 -1.1
C 13.392089 7.285444 4.707602 0.4 2.2 0.3
C 12.617199 8.548244 4.203472 0.2 -1.3 -0.3
C 11.633989 8.081864 3.069302 -0.2 -0.9 -0.5
C 9.508239 7.715204 4.362052 0.2 -2.1 -0.9
H 8.739189 4.075534 0.962162 0.2 0.2 -0.3
H 7.786869 5.481154 0.379132 0.3 -0.1 -0.2
H 7.103899 4.289734 1.424152 -0.1 0.3 0.5
H 8.579939 5.043204 3.289062 0.1 -0.2 0.1
H 7.789679 6.438284 2.637562 -0.2 -0.1 0.1
H 9.643879 7.331384 1.643152 -0.3 0.2 -0.1
H 10.534569 5.925044 1.501202 0.6 -0.4 0.8
H 11.767179 5.214544 3.462992 0.0 0.3 0.0
H 10.487209 5.463144 4.709842 0.5 -0.9 0.1
H 12.992279 5.546584 5.692352 -0.5 -0.7 -0.4
H 11.865379 6.697664 6.171992 0.1 0.8 -0.1
H 14.074879 6.924184 3.938592 -0.4 -0.5 -0.2
H 14.035499 7.403834 5.579442 0.4 1.2 -0.2
H 13.280989 9.301004 3.778232 -0.1 0.0 -0.1
H 12.139619 8.973904 5.085992 -0.3 0.2 -0.3
H 12.139239 7.476054 2.317102 0.8 0.5 -0.1
H 11.103059 8.844494 2.499552 0.1 0.3 0.4
H 8.746169 8.197334 3.749742 0.5 0.4 -0.2
H 9.943519 8.361434 5.124292 0.0 -0.3 -0.2
H 8.996719 6.829094 4.737902 -0.1 0.4 0.8
C 7.394819 -3.386396 1.877102 -0.5 -1.0 0.6
C 6.694069 -2.695286 3.109652 -0.3 -0.9 -1.4
C 5.358649 -3.353286 3.555912 0.6 -0.7 0.8
N 4.818989 -2.763036 4.913922 -0.6 -1.0 -0.2
C 4.833259 -1.255146 4.760832 -0.6 1.7 0.4
C 3.917039 -0.460736 5.709092 -1.0 -1.5 1.1
C 2.502999 -1.048606 5.745642 0.4 -0.8 1.0
C 2.514659 -2.500216 6.149012 1.0 -1.3 -0.3
C 3.337509 -3.279006 5.103672 0.5 0.7 0.0
C 5.691549 -3.291296 6.074452 1.1 1.4 -0.6
H 8.350649 -2.927666 1.624032 -0.1 0.1 0.3
H 6.826809 -3.483686 0.951912 -0.5 0.7 0.1
H 7.571389 -4.442616 2.080362 0.4 0.0 0.4
H 6.470909 -1.695636 2.736832 0.1 0.2 0.6
H 7.413499 -2.712866 3.928332 -0.1 0.3 -0.1
H 5.387089 -4.420416 3.776162 0.9 -0.1 0.2
H 4.616539 -3.419466 2.760312 -0.4 1.2 0.2
H 4.483669 -1.034886 3.752182 0.4 -0.2 -0.2
H 5.833249 -0.868966 4.958302 0.2 -0.5 -0.6
H 3.566899 0.564604 5.589932 1.7 0.4 -1.1
H 4.374879 -0.499256 6.697522 -0.2 0.0 0.3
H 2.117869 -1.014406 4.726522 -0.6 0.6 0.2
H 1.991399 -0.472916 6.516962 -0.7 0.1 -0.6
H 1.564849 -3.034806 6.162272 -0.4 0.4 -0.2
H 2.896399 -2.678346 7.154332 0.3 0.3 0.1
H 2.858919 -3.090396 4.142702 0.1 -0.2 -0.1
H 3.359019 -4.351546 5.296812 0.3 0.1 0.0
H 6.729169 -2.986086 5.939132 0.0 0.3 -0.8
H 5.812809 -4.372856 6.134512 -1.1 0.1 0.0
H 5.508679 -2.741486 6.997692 -1.0 -0.6 0.0
C -6.749771 -2.715666 5.112512 0.6 1.2 -1.1
N -8.158161 -2.355216 4.691182 0.1 -1.8 0.9
C -8.866891 -3.730596 4.844012 -0.1 1.6 -0.2
C -8.724791 -1.432776 5.764792 -0.7 0.3 -1.0
C -8.170481 -1.821326 3.200932 -0.5 -1.6 -0.6
C -9.530241 -2.083066 2.394922 1.4 1.1 1.8
O -10.477791 -1.371106 3.176642 -0.4 -0.1 -0.9
H -6.175241 -1.865286 4.745282 0.5 0.0 0.7
H -6.333811 -3.584076 4.601702 -0.6 -0.1 -0.2
H -6.669961 -2.896776 6.184402 -0.2 0.4 -0.1
H -8.666181 -4.098656 5.850172 0.3 0.0 -0.2
H -8.395651 -4.333286 4.067622 -0.7 -0.3 0.2
H -9.940331 -3.543776 4.813502 0.0 -0.4 -0.6
H -9.767771 -1.278956 5.487962 0.2 0.4 -0.1
H -8.160341 -0.500606 5.788402 -0.1 -0.1 -0.1
H -8.752111 -1.867656 6.763902 0.5 -0.5 -0.3
H -7.370651 -2.322486 2.655752 0.2 -0.5 0.4
H -7.858951 -0.778166 3.147422 -0.6 0.1 0.6
H -9.825851 -3.116626 2.214792 0.3 -0.1 0.5
H -9.440601 -1.632156 1.406622 0.4 0.0 0.0
H -10.765101 -0.691906 2.562042 -0.7 0.3 0.5
C 4.362449 -1.438906 -6.447178 0.0 -0.4 -1.3
N 3.573839 -1.322066 -7.818988 0.1 -0.5 1.3
C 4.575659 -1.312946 -8.961568 -0.8 0.3 0.7
C 2.573969 -2.480646 -8.028878 0.0 0.7 0.9
C 2.742069 -0.033796 -7.740758 1.2 0.0 -1.6
C 3.516839 1.322894 -7.398358 -1.4 -2.4 0.5
O 2.654379 1.962644 -6.518408 -0.2 1.1 0.6
H 5.309789 -0.908476 -6.543548 -0.4 0.6 -0.1
H 4.747919 -2.441546 -6.262178 -0.8 -0.4 -0.3
H 3.742459 -1.078966 -5.626098 0.0 0.0 -0.2
H 5.237709 -2.153496 -8.753588 0.2 0.3 -0.4
H 5.049489 -0.331326 -8.964578 0.4 -0.3 0.1
H 4.044879 -1.418396 -9.907748 0.0 -0.2 0.1
H 1.934549 -2.484666 -7.146138 0.1 -0.2 0.1
H 3.037299 -3.460506 -8.144198 0.4 0.3 0.0
H 1.917239 -2.264016 -8.871418 0.4 0.2 -0.2
H 1.874659 -0.217696 -7.106828 0.4 0.1 0.3
H 2.387419 0.076914 -8.765488 -0.3 -0.1 0.0
H 3.695879 1.845774 -8.337838 0.4 0.2 0.3
H 4.387069 1.085564 -6.786418 0.3 0.3 -0.6
H 1.844639 2.240674 -6.952708 0.0 0.2 -0.1
C -5.246611 -10.912816 -3.162908 -0.4 0.6 1.8
N -5.043241 -10.718736 -1.614138 1.3 1.7 -0.4
C -6.139521 -9.828426 -0.918138 0.4 -1.1 -1.3
C -5.102971 -12.009596 -0.825698 -0.4 0.8 -0.6
C -3.605601 -10.061806 -1.433288 -0.8 1.0 2.1
C -3.369051 -8.520236 -1.533438 -0.7 0.2 -1.5
O -3.996501 -7.793216 -0.509838 -0.6 -0.7 1.0
H -4.973051 -9.949516 -3.593388 -0.3 -0.1 -0.1
H -6.301701 -11.151926 -3.295978 0.2 0.0 -0.3
H -4.586581 -11.673746 -3.579368 -0.1 -0.1 0.5
H -6.373411 -8.925656 -1.482408 0.6 0.1 0.2
H -5.814351 -9.697046 0.113902 0.0 0.4 -0.3
H -7.047831 -10.430206 -0.948808 0.1 -0.1 0.1
H -4.314281 -12.673616 -1.179478 -0.5 -0.2 0.1
H -6.147341 -12.288976 -0.964728 0.4 -1.0 -0.2
H -5.025211 -11.800696 0.241262 0.4 0.1 -0.1
H -2.816051 -10.628916 -1.926328 -0.5 -0.1 -0.3
H -3.465731 -10.149576 -0.355878 0.2 -0.6 0.1
H -3.729351 -8.066336 -2.456628 0.1 -0.4 -0.6
H -2.298681 -8.315896 -1.508008 0.2 -0.6 0.0
H -3.747611 -6.867046 -0.552958 0.2 0.0 -0.1
C -7.236221 -0.972796 -9.190238 -1.2 -0.9 1.2
N -7.837041 0.426254 -9.084358 0.4 0.2 -1.3
C -6.658461 1.220074 -9.630708 -0.8 0.8 0.3
C -9.152301 0.530734 -9.965808 1.8 -0.4 0.3
C -8.119811 1.028714 -7.688818 1.4 -0.6 0.0
C -6.901671 0.929724 -6.606948 -1.9 -0.5 0.1
O -6.435481 -0.400286 -6.376328 -0.3 0.3 -1.0
H -6.175741 -0.903936 -8.947868 -0.5 -0.3 0.6
H -7.296681 -1.508676 -10.137488 -0.3 1.1 -0.6
H -7.854881 -1.612756 -8.561098 0.6 0.0 0.6
H -6.960461 2.267374 -9.622898 0.3 0.0 -0.4
H -6.321071 0.861844 -10.603298 -0.4 0.1 0.0
H -5.852171 1.071414 -8.912448 -0.1 0.2 -0.2
H -8.819731 0.100834 -10.910628 -0.4 0.2 -0.1
H -9.484041 1.561094 -10.093888 0.3 0.0 0.2
H -9.952621 -0.071846 -9.536288 0.3 0.0 0.2
H -9.107801 0.688224 -7.378918 0.4 -0.8 0.5
H -8.333421 2.072384 -7.919528 0.5 0.2 0.1
H -7.370561 1.232394 -5.670668 -0.2 0.5 -0.1
H -6.070041 1.613304 -6.777858 -0.2 0.1 -0.5
H -6.030721 -0.420626 -5.506058 0.1 0.0 0.1
C -3.215481 6.793614 1.977652 -1.1 -0.7 -0.5
N -4.728251 6.709454 1.527052 1.3 -0.3 -1.6
C -4.806281 7.484764 0.151602 0.4 -0.2 1.6
C -5.149881 5.286284 1.105072 2.3 -0.1 1.1
C -5.721311 7.250534 2.525552 0.6 1.5 -0.2
C -5.428211 6.903994 3.971102 0.5 1.6 0.1
O -5.236071 5.579104 4.215382 -0.1 -2.4 0.0
H -2.880241 7.815124 2.157172 -0.5 0.1 -0.3
H -2.698521 6.345684 1.128992 0.2 0.2 0.2
H -2.988251 6.227404 2.880912 -0.6 -0.2 -0.2
H -5.890181 7.473534 0.037012 0.3 0.7 -1.0
H -4.192561 7.012624 -0.615558 -0.7 -1.0 0.1
H -4.236751 8.414004 0.167562 -1.0 0.6 0.8
H -4.672771 5.051114 0.153672 -0.8 0.4 -0.3
H -6.225811 5.148334 1.212012 0.3 0.0 -0.2
H -4.547421 4.638514 1.741882 -0.8 -0.2 0.6
H -6.737741 7.119164 2.154442 0.1 -0.7 0.1
H -5.571351 8.327104 2.444242 -0.1 0.2 0.3
H -6.173661 7.302684 4.659182 -0.4 0.4 -0.4
H -4.484311 7.367504 4.258002 0.0 0.9 -0.2
H -4.981691 5.555024 5.140752 0.0 -0.6 0.2
```
Positions in Å, forces in eV/Å.